Record 1
The following is a quantum chemistry calculation of a structure of composition C25H41F3O2P2Zr, from the OMol25 dataset.

The geometry in XYZ format:
```
74
Properties=species:S:1:pos:R:3:forces:R:3:lowdin_charge:R:1
Zr -0.006 -0.276 1.655 -0.3593 0.2843 2.5667 1.584
P -1.398 0.121 -0.508 0.4084 -0.6135 0.5823 0.762
P 1.703 0.657 -0.094 -0.3823 0.1461 -0.4877 0.798
F -1.376 2.910 4.607 0.3469 0.1979 -1.0447 0.133
F -2.171 4.345 3.160 1.1966 -0.7457 0.1606 0.159
F -0.106 4.549 3.919 -0.8792 -1.0269 -0.7239 0.160
O -0.322 3.472 1.277 0.0030 -0.9541 0.6012 0.130
O -0.414 1.521 2.385 -0.0043 0.1422 0.2722 -0.224
C 0.806 -3.567 1.638 0.0942 -0.2012 -0.4547 -0.022
C -1.055 3.660 3.520 -0.3766 0.6209 1.0121 -0.474
C 1.206 -0.204 -4.215 0.7489 0.7624 -0.0928 -0.092
C -0.771 1.945 -4.974 0.2726 0.4672 -0.3311 -0.178
C 1.231 0.002 5.302 0.2594 0.6077 0.1097 0.003
C -2.845 1.147 -0.660 -0.5108 0.2884 -0.0067 -0.208
C 0.473 -0.631 -5.459 0.2416 -0.1083 -0.4455 -0.181
C -2.118 -2.843 2.709 -0.6369 -0.2442 -0.3335 -0.028
C -0.864 -2.126 3.046 0.9220 0.3110 -0.0248 -0.317
C 0.101 1.054 -1.061 0.2945 -0.0479 0.5776 -0.449
C 0.658 -0.851 4.238 -0.2562 -0.6835 -1.0244 -0.247
C -0.726 -1.161 4.099 0.8546 -0.5907 -0.8605 -0.247
C 2.871 -1.739 3.239 0.6135 0.0615 -0.2217 -0.025
C 2.650 -0.518 -1.083 0.2765 -0.4691 -0.2237 -0.238
C -1.592 1.073 -4.088 -1.0004 -0.8663 -0.4734 -0.115
C -1.480 -1.424 -1.439 -0.0612 -0.3782 -0.5474 -0.232
C 0.455 -2.411 2.509 -0.2956 0.1169 1.5903 -0.385
C 2.616 2.209 0.051 0.0471 0.0000 0.2083 -0.209
C 0.632 2.245 -4.424 0.0839 0.4004 -0.1659 -0.166
C -0.956 -1.111 -5.217 -0.4397 -0.1700 0.0433 -0.166
C 1.329 1.077 -3.800 0.6410 -0.9564 -0.8503 -0.170
C -1.796 -0.687 5.004 -0.4297 0.4911 -0.0010 0.007
C -0.541 2.824 2.275 -0.2509 1.7933 -0.3271 -0.436
C -1.744 -0.255 -4.255 -0.7563 0.8307 -0.5820 -0.147
C 1.392 -1.619 3.277 -0.9175 -0.0483 -0.0695 -0.301
H -3.729 0.561 -0.358 0.2932 0.2375 -0.2279 0.078
H -0.923 -2.164 -4.877 -0.1882 0.4617 -0.0137 0.121
H 3.228 -2.431 4.015 -0.1493 0.1351 -0.1628 0.115
H -2.652 -0.731 -3.853 0.4985 0.2016 0.1278 0.117
H 3.659 -0.618 -0.654 -0.2984 0.0963 -0.1038 0.074
H -2.289 1.622 -3.448 0.1179 -0.3096 -0.1346 0.088
H 0.540 3.081 -3.707 0.2540 -0.3239 -0.1510 0.118
H 2.721 -0.214 -2.135 0.1109 -0.0725 0.4623 0.021
H 0.488 0.168 -6.217 0.1706 -0.4510 0.4015 0.113
H -0.714 1.525 -5.989 -0.1450 0.2491 0.4848 0.113
H -2.742 1.996 0.037 -0.0238 -0.2539 -0.3555 0.066
H -1.520 -1.118 -6.167 0.2522 -0.1533 0.2161 0.137
H -1.618 -0.998 6.044 0.0601 0.0364 -0.3218 0.118
H 2.920 2.543 -0.943 0.0382 0.0576 0.1111 0.067
H -1.838 0.410 4.991 -0.0941 -0.1798 0.1480 0.085
H 0.261 0.811 -2.111 0.0757 -0.0822 -0.0912 0.003
H 1.702 -3.348 1.050 -0.0387 -0.1615 -0.0640 0.074
H -2.989 -2.178 2.759 0.1240 -0.1995 -0.0683 0.087
H -2.933 1.502 -1.693 -0.2299 -0.0320 0.3860 0.039
H 2.180 -1.515 -1.041 0.1118 0.3332 -0.0354 0.052
H 3.216 -2.130 2.274 0.0264 0.1022 0.2254 0.080
H 1.813 -1.005 -3.773 -0.1887 0.4170 0.0660 0.103
H 1.177 -0.490 6.285 -0.0414 0.0690 -0.3078 0.118
H -2.307 -3.666 3.413 0.1183 0.1684 -0.1042 0.115
H 1.284 2.595 -5.241 -0.2276 0.1727 0.2077 0.136
H -2.766 -1.078 4.693 0.0480 0.1048 0.1433 0.086
H 1.018 -4.478 2.220 -0.0922 0.3500 -0.0705 0.118
H 1.976 2.960 0.531 0.1327 -0.1461 -0.1707 0.046
H -0.071 2.133 -0.957 -0.0647 -0.2061 0.1304 0.074
H -1.440 -1.193 -2.509 0.0466 -0.2012 0.4400 -0.005
H 2.283 0.225 5.097 -0.2132 0.0161 0.1582 0.087
H -2.428 -1.945 -1.229 0.3096 0.2094 0.0597 0.078
H -0.648 -2.117 -1.222 -0.2193 0.3475 0.1993 0.055
H -1.308 2.899 -5.071 0.1843 -0.2026 -0.0611 0.128
H 1.040 -1.471 -5.891 -0.1540 0.2809 0.0514 0.127
H 0.680 0.950 5.374 0.1391 -0.1607 0.1024 0.091
H 3.498 2.033 0.684 -0.1897 0.0745 -0.2602 0.071
H 3.355 -0.773 3.423 0.0135 -0.2285 -0.0766 0.085
H 2.127 1.349 -3.100 -0.3774 -0.1783 0.0407 0.089
H -2.078 -3.288 1.706 -0.0748 0.0871 0.2118 0.079
H -0.015 -3.804 0.956 0.1366 -0.0829 -0.0246 0.075
```
Forces are in eV/Å.

Values from the calculation:
- Energy relative to the best compared isomer or geometry (same formula, charge and spin): 0.0 kcal/mol
- Orbital gap: 0.2490 hartree
- LUMO energy: -7.47 eV
- Charge: +2
- Calculated total energy: -2156.520429 hartree

---

Record 2
The following is a quantum chemistry calculation of a structure of composition C25H41F4N3O23S2, from the OMol25 dataset.

The geometry in XYZ format:
```
98
Properties=species:S:1:pos:R:3:forces:R:3:lowdin_charge:R:1
S -4.251 7.060 3.718 -0.7684 -0.5024 1.4656 0.817
S -3.644 4.516 8.634 2.5244 4.6440 0.0768 0.960
F -0.419 5.842 5.758 -2.5841 -1.0275 -10.0580 -0.016
F -4.378 6.796 11.471 -0.6392 -0.1958 0.4762 0.096
F -0.871 1.357 9.595 0.4906 -2.3596 1.7311 0.108
F -3.522 8.632 7.119 -6.4156 -1.3494 -0.5384 -0.073
O 3.137 7.251 8.563 -0.3038 0.3937 0.5912 -0.015
O -0.083 2.910 8.390 1.4685 1.3244 -1.0487 0.162
O -5.071 6.888 2.540 1.4842 1.0764 1.4109 -0.209
O -1.420 2.975 6.677 -0.2604 -1.2561 -2.1120 0.098
O -1.904 7.623 5.924 3.8351 1.9764 -2.3579 -0.026
O -4.005 5.834 4.502 -1.0518 3.2570 -2.9622 -0.227
O -1.906 8.931 7.855 7.4093 -0.2531 -0.9814 0.160
O 0.587 4.066 6.548 -1.4308 -6.4745 -2.0872 0.101
O -2.838 7.895 3.503 -0.6558 -2.8619 -0.5542 -0.254
O -6.081 0.518 9.570 4.8592 -6.5384 4.4130 -0.035
O -2.058 4.488 8.427 -0.9538 1.9019 0.3823 -0.223
O -3.869 5.043 7.077 -1.2262 -2.2169 2.4129 -0.126
O -5.594 7.648 7.062 0.5509 2.4360 -2.5463 0.146
O -5.168 6.878 8.963 -2.5365 2.9557 1.4525 0.004
O -4.864 8.287 4.717 0.3521 -1.5393 -2.0740 -0.160
O -0.049 8.440 6.715 1.8599 1.3117 1.4862 0.155
O -3.899 5.575 9.585 0.7055 -7.7815 -1.6002 -0.201
O -2.436 6.743 10.311 1.6634 -0.1949 1.3355 0.103
O -0.587 7.553 9.319 -11.0739 6.9495 5.6978 0.039
O -1.722 8.687 10.948 2.5503 1.3726 -0.9766 0.140
O -4.100 3.136 8.891 11.0567 12.4676 4.7689 -0.215
O -8.742 3.216 9.203 0.6920 -0.3192 0.7889 -0.003
O -6.266 5.510 7.502 1.2859 8.7068 -0.0470 0.049
N 0.967 6.656 8.750 6.9230 -3.3250 -1.8073 0.027
N -6.708 2.296 8.725 -0.4139 5.6354 -0.8567 0.066
N -4.659 -0.132 11.203 3.2676 0.4485 0.6160 0.009
C -2.827 5.906 6.648 0.0772 -1.9123 2.7286 -0.140
C -2.824 8.503 11.716 -1.5708 -0.5422 2.3334 -0.076
C -0.220 3.357 7.111 1.0877 -1.0088 -0.0761 -0.505
C -5.733 6.594 7.807 -2.2228 -3.2521 -0.3882 -0.524
C -6.041 3.559 8.374 -5.7116 -1.8590 -3.3962 -0.108
C -4.726 8.669 7.637 -4.1354 -0.8139 0.6772 -0.218
C 0.273 7.971 5.467 0.0398 -0.5050 -2.5441 -0.036
C -1.643 5.612 7.628 -2.6547 -0.2884 -0.2377 -0.092
C -1.914 1.916 7.504 0.1508 0.7581 1.6610 -0.018
C -5.592 -0.737 12.022 -2.9890 -1.2582 0.1613 -0.091
C -1.325 8.392 6.917 -1.1095 1.7920 2.6240 -0.458
C -3.053 6.981 11.547 -1.6400 1.3039 0.9349 -0.237
C -8.405 0.882 9.558 -0.6303 -0.9060 -0.2097 -0.026
C -7.947 2.260 9.243 -0.8395 1.1487 -2.1302 -0.538
C -3.791 1.128 9.190 -0.7587 -7.5040 2.5466 0.031
C -4.921 0.454 10.049 0.1272 0.8762 -2.8071 -0.333
C -0.815 6.978 5.186 -0.1242 2.7579 -0.6953 -0.191
C -1.543 7.650 10.144 3.8416 1.6942 -2.2759 -0.442
C 1.909 7.875 10.553 0.5569 0.9059 0.1582 -0.001
C 0.880 5.902 7.522 1.5681 1.6718 4.1258 -0.069
C -4.794 8.257 9.120 -0.2468 -0.3489 -1.9652 0.029
C 2.073 7.221 9.209 0.3788 -0.1451 -1.4424 -0.539
C -1.285 2.344 8.853 0.5615 0.8922 -1.5139 -0.375
C -3.970 9.380 4.800 0.7739 1.9400 0.1385 -0.184
C -2.985 9.298 3.667 -0.2410 -0.7602 -1.7064 -0.140
H -3.485 9.328 5.775 0.0423 0.5604 -1.8670 0.086
H -3.303 9.571 2.661 -0.7005 0.9329 0.2597 0.134
H 1.373 8.825 10.550 -0.4567 -0.0475 -0.6255 0.076
H -3.631 9.177 11.431 -0.3858 -0.6086 -0.7199 0.139
H -2.719 5.590 5.611 0.6968 0.3196 1.0853 0.110
H -1.517 0.920 7.308 0.1933 0.1027 -0.6627 0.162
H -2.675 6.302 12.310 0.2965 0.1413 -0.0405 0.191
H 1.192 7.398 5.344 0.4196 0.8316 0.6400 0.169
H -2.996 1.858 7.615 0.9804 0.6704 -1.4904 0.095
H -4.450 10.359 4.777 -0.7696 -0.2514 -0.3063 0.147
H -5.590 8.800 9.629 0.1643 -0.0311 0.1718 0.159
H -1.035 6.822 4.130 -0.4504 -0.0525 0.4546 0.187
H 0.480 4.934 7.822 2.3072 2.0530 1.7842 0.075
H -3.018 6.970 6.793 -2.2509 -2.8001 0.3608 0.106
H 2.900 8.231 10.834 0.0687 -0.7718 0.6872 0.084
H -5.251 9.587 7.374 0.4252 0.2510 0.0939 0.183
H 0.157 8.799 4.768 0.5333 0.0112 -0.2538 0.152
H -2.744 8.817 12.756 0.9976 -0.3789 0.1578 0.149
H -3.808 8.394 9.563 -0.5893 -0.3037 -0.1010 0.108
H -1.978 9.710 3.732 -0.1306 0.0501 0.8379 0.136
H -6.407 3.883 7.400 -0.8533 -1.3180 0.7560 0.096
H 0.154 6.657 9.349 2.4749 -2.8987 -0.1141 -0.026
H -1.449 6.507 8.220 -0.4025 -1.0306 -0.0646 0.113
H -9.465 0.759 9.335 -0.0433 0.2914 0.5174 0.085
H -7.846 0.214 8.903 -0.7473 -0.1482 0.1691 0.078
H -6.122 -0.018 12.646 -0.0942 -0.1293 0.1861 0.098
H 1.815 5.861 6.963 0.0211 -0.0351 0.4232 0.135
H -8.092 0.638 10.573 -0.6394 -0.2210 0.0487 0.073
H -0.728 5.401 7.074 -4.2099 -2.3203 3.2315 0.032
H -5.295 -1.613 12.599 0.7718 0.3910 0.0648 0.094
H -6.110 4.401 9.063 -0.4965 -0.9163 0.5645 0.107
H -3.718 -0.132 11.570 0.0710 0.3579 -0.5359 0.151
H -6.290 -1.166 11.303 -0.7438 0.0566 0.3251 0.095
H -3.645 0.529 8.291 -0.4449 -0.8502 0.3787 0.109
H -2.816 1.187 9.674 -0.8223 -0.2582 0.3761 0.083
H -6.114 1.486 8.827 -0.6917 0.9729 -1.1882 -0.054
H 1.349 7.233 11.233 0.5841 -0.0631 0.3919 0.080
H -4.101 2.117 8.855 -0.2052 -7.4163 0.1507 -0.183
H -1.794 3.138 9.400 0.3425 -1.7012 0.6568 0.144
H 0.011 6.140 6.908 5.4001 3.1050 3.8720 -0.033
H -4.993 3.307 8.208 -7.6159 0.1544 -3.8746 -0.097
```
Forces are in eV/Å.

Values from the calculation:
- Energy relative to the best compared isomer or geometry (same formula, charge and spin): 900.8 kcal/mol
- Orbital gap: 0.2428 hartree
- LUMO energy: -0.17 eV
- Calculated total energy: -4066.502321 hartree